{
  "formula": "C5H8O2",
  "method": "wB97M-V/def2-TZVPD",
  "smiles": "CC(C)=O.C=C=O",
  "de_lowest_kj_mol": 131.7,
  "multiplicity": 1,
  "orbital_gap_ha": 0.3675,
  "e_homo_ev": -9.2,
  "symbols": ["C", "C", "C", "C", "C", "O", "O", "H", "H", "H", "H", "H", "H", "H", "H"],
  "xyz": [[-0.7299, 1.5182, 0.0365], [-0.3375, 0.2515, 0.7614], [-1.3494, -0.8706, 0.7538], [1.6459, -1.1310, -1.0641], [2.0447, 0.1016, -0.8080], [2.4031, 1.2028, -0.6785], [0.6905, 0.1577, 1.4054], [0.1241, 2.1878, -0.0916], [-1.1871, 1.3044, -0.9352], [-1.4891, 2.0078, 0.6601], [-0.8736, -1.8030, 1.0644], [-2.1175, -0.6168, 1.4953], [-1.8336, -0.9976, -0.2196], [1.1664, -1.7708, -0.3353], [1.8436, -1.5368, -2.0449]],
  "forces_ev_per_angstrom": [[0.035, 0.050, -0.007], [0.132, 0.014, 0.383], [-0.007, -0.113, 0.029], [0.007, 0.062, -0.018], [0.235, 0.368, -0.188], [-0.179, -0.980, -0.163], [-0.542, 0.091, -0.182], [-0.160, -0.152, 0.125], [0.057, -0.016, 0.175], [0.080, 0.025, -0.145], [-0.068, 0.129, -0.012], [0.017, -0.064, -0.152], [0.072, 0.083, 0.167], [0.202, 0.356, 0.041], [0.118, 0.146, -0.054]],
  "nbo_charge": [-0.734, 0.616, -0.727, -0.806, 0.743, -0.464, -0.567, 0.248, 0.227, 0.239, 0.233, 0.240, 0.227, 0.265, 0.260]
}